Computed, not measured: a single C6H9N molecule, with ωB97M-V/def2-TZVPD.

```
16
Properties=species:S:1:pos:R:3:lowdin_charge:R:1
N -0.83 1.14 -0.20 0.04
H -2.32 -1.34 1.54 0.08
H 0.72 2.07 -1.29 0.11
C -2.37 -0.49 0.86 -0.04
H 2.98 0.06 0.48 0.08
C -1.01 -0.07 0.44 -0.34
H 0.30 -1.77 0.65 0.11
H -2.87 0.33 1.38 0.08
H -2.99 -0.74 -0.01 0.08
C 0.16 -0.75 0.31 -0.03
C 2.55 -0.24 -0.48 -0.07
C 1.07 0.02 -0.48 -0.29
H 3.10 0.26 -1.27 0.07
H -1.63 1.63 -0.58 0.15
H 2.71 -1.32 -0.56 0.07
C 0.41 1.18 -0.78 -0.10
```

Properties
SMILES string: Cc1c[nH]c(C)c1
Orbital gap, Eh: 0.331
Largest force on an atom, eV/A: 1.2
Lowest unoccupied orbital energy, eV: 1.05
Net charge: 0

Computed, not measured: C18H39O7V as an isolated structure, with ωB97M-V/def2-TZVPD.

```
65
Properties=species:S:1:pos:R:3:mulliken_spin:R:1
C 1.58 3.48 -0.28 0.00
H -1.58 -3.64 -2.99 0.00
H 3.83 -2.90 0.23 0.00
H 2.45 -2.44 -0.62 0.00
O 0.77 0.51 -1.69 0.01
O 0.98 2.49 0.05 0.01
C -0.35 -2.87 -1.35 0.01
O -1.86 0.52 -0.27 0.01
C -0.79 -2.00 2.70 0.00
C -0.97 3.48 3.26 0.00
H -0.17 4.41 -1.13 0.00
H 3.38 2.56 0.21 0.00
C -0.81 0.64 -3.41 0.00
H -5.09 -0.25 -0.64 0.00
H 3.53 3.73 -1.18 0.00
C -1.14 1.97 3.27 0.00
O -0.62 -1.22 1.80 0.00
H -3.83 -1.25 -1.20 0.00
H -1.99 -2.02 -2.42 0.00
C 0.88 4.64 -0.96 0.00
V 0.04 0.43 0.55 1.94
H 3.27 -1.29 1.88 0.00
H -1.57 3.87 4.10 0.00
H 0.22 -3.31 4.13 0.00
C 0.27 -3.01 3.08 0.00
C -1.17 -2.69 -2.61 0.00
H -0.93 1.72 -3.55 0.00
C 3.34 -2.00 -0.18 0.00
H 1.55 1.39 -4.49 0.00
H 3.39 4.30 0.48 0.00
H -3.53 1.61 -0.12 0.00
C -2.01 -1.87 3.56 0.00
H -3.96 -1.02 0.54 0.00
H 0.06 3.79 3.43 0.00
C 0.58 0.50 -2.88 0.01
H -0.90 0.31 -4.45 0.00
H -0.35 -4.98 -1.54 0.00
H -1.28 3.89 2.31 0.00
H 3.99 -0.16 0.76 0.00
H -1.54 0.25 -2.71 0.00
C -4.05 -0.51 -0.42 0.00
O -0.25 1.38 2.40 -0.01
C 3.07 3.52 -0.21 0.00
H 1.22 -4.33 -1.16 0.00
C 3.19 -0.90 0.85 0.00
H -0.03 -4.42 0.12 0.00
C -3.17 0.72 -0.67 0.00
O -0.07 -1.90 -0.69 0.01
H 2.69 0.49 -3.36 0.00
H -2.78 -1.34 3.02 0.00
H 1.79 -0.39 -4.44 0.00
H -2.29 -2.81 4.04 0.00
H 0.92 5.51 -0.30 0.00
H 1.27 -2.59 3.00 0.00
H 4.06 -1.65 -0.92 0.00
H 1.41 4.92 -1.87 0.00
O 2.01 -0.17 0.69 -0.01
C 1.71 0.53 -3.85 0.00
H -1.71 -1.18 4.36 0.00
H -0.48 -2.47 -3.44 0.00
H -3.31 0.92 -1.74 0.00
H -1.11 1.53 4.28 0.00
H -2.20 1.80 2.99 0.00
C 0.16 -4.23 -0.93 0.00
H 0.28 -3.98 2.58 0.00
```

Properties
Orbital gap (spin up / spin down), Eh: 0.288 / 0.297
Largest force on an atom, eV/A: 2.4
Multiplicity: 3
Lowest unoccupied orbital energy (spin up / spin down), eV: 0.50 / 0.50
Net charge: 0

Computed, not measured: a single C4H8OS2 molecule, with ωB97M-V/def2-TZVPD.

```
15
Properties=species:S:1:pos:R:3:lowdin_charge:R:1
S 1.70 -1.84 -0.57 0.47
H -0.75 -2.82 0.77 0.07
C -1.28 -0.78 0.47 -0.50
O -2.24 -0.46 -0.24 0.06
H 2.02 0.23 -1.86 0.03
C -1.28 -2.04 1.32 -0.06
H -0.04 0.78 -0.33 0.07
H -0.75 -1.85 2.26 0.06
H 2.84 -1.18 -2.58 0.03
H -0.37 0.96 1.39 0.09
C 2.57 -0.67 -1.66 -0.47
H 3.48 -0.40 -1.12 0.02
C -0.10 0.21 0.61 -0.47
H -2.31 -2.33 1.56 0.09
S 1.50 -0.58 1.08 0.51
```

Properties
SMILES string: CSSCC(C)=O
Orbital gap, Eh: 0.356
Largest force on an atom, eV/A: 1.8
Lowest unoccupied orbital energy, eV: 0.47
Net charge: 0

Computed, not measured: a single C6H10O molecule, with ωB97M-V/def2-TZVPD.

```
17
Properties=species:S:1:pos:R:3:lowdin_charge:R:1
C -2.32 -0.48 -0.23 -0.17
H -0.52 1.64 0.08 0.08
C 0.35 1.36 0.70 0.00
H -0.02 1.17 1.72 0.09
O 2.31 -0.16 0.58 -0.02
C -1.02 -0.66 -0.91 0.00
H 0.64 -1.91 -0.41 0.12
H -2.32 -0.34 0.87 0.08
H -0.25 -1.37 1.06 0.12
C 0.06 -1.09 0.03 -0.19
H 2.52 1.22 -1.03 0.12
C 1.00 0.12 0.13 -0.53
H 2.31 -0.54 -1.53 0.12
H -2.75 -1.48 -0.41 0.11
H -2.99 0.23 -0.72 0.07
C 2.14 0.23 -0.78 -0.09
H 1.04 2.20 0.73 0.09
```

Properties
Orbital gap, Eh: 0.314
Largest force on an atom, eV/A: 0.4
Lowest unoccupied orbital energy, eV: 0.10
Net charge: 0

Computed, not measured: a 2-piece molecular cluster, C2H9NOS2 overall, with ωB97M-V/def2-TZVPD.

```
15
Properties=species:S:1:pos:R:3:lowdin_charge:R:1
S -0.71 -0.05 -1.96 0.42
H -0.76 2.44 -1.32 -0.19
H 2.89 2.69 0.30 0.04
S -0.07 1.91 -2.34 0.33
H 0.44 0.25 0.06 0.05
H -1.27 -2.16 -0.37 0.09
H -1.31 0.51 0.31 0.07
H 2.10 1.85 -0.55 -0.04
C -0.68 -1.57 0.35 -0.37
H 0.27 -2.08 0.11 0.11
H -1.89 -2.25 1.87 0.07
N -1.13 -1.60 1.73 0.00
O 3.04 1.99 -0.36 -0.08
H -0.34 -1.81 2.32 0.07
C -0.57 -0.13 -0.15 -0.58
```

Properties
SMILES string: NCCSS.O
Orbital gap, Eh: 0.333
Largest force on an atom, eV/A: 1.4
Lowest unoccupied orbital energy, eV: 0.39
Net charge: 0

Computed, not measured: C30H22Cl3FN6O10PtS as an isolated structure, with ωB97M-V/def2-TZVPD.

```
74
Properties=species:S:1:pos:R:3:lowdin_charge:R:1
C 2.40 -0.17 2.02 -0.47
C -1.51 2.28 -2.04 -0.09
C -1.56 1.02 -3.98 -0.11
C -1.74 4.63 -4.98 -0.22
C -0.62 -2.81 1.88 0.04
C 0.09 -2.74 -2.70 -0.48
C -1.34 -1.91 1.06 -0.32
H -2.67 -0.05 3.59 0.11
F 3.03 2.36 -1.20 0.07
H 0.76 -5.02 2.84 0.09
H 1.25 2.66 0.68 0.14
H -4.39 1.55 0.95 0.09
C -1.58 3.45 -2.77 0.01
S -3.03 5.43 -8.65 0.38
N -2.24 4.50 -6.21 0.17
H -1.36 -5.51 -4.09 0.09
H 3.90 -1.24 1.18 0.15
H -1.51 0.02 -4.40 0.07
N -1.50 1.08 -2.64 -0.13
O 0.11 -3.47 4.08 -0.08
C -2.12 -0.84 3.11 -0.03
H 1.81 -3.57 2.89 0.08
H -4.49 0.44 2.34 0.09
C -3.82 1.00 1.69 0.00
C -1.66 3.40 -4.15 -0.13
Cl 1.39 -0.47 -2.98 0.55
O -1.25 -2.12 -0.22 -0.23
H -1.60 4.39 -2.23 0.11
C -0.75 -3.56 -3.48 -0.59
C -1.45 6.93 -5.39 -0.13
H 0.49 0.51 3.47 0.11
C -1.30 5.87 -4.52 -0.01
H 0.33 -6.66 -2.66 0.10
C -1.65 2.15 -4.76 0.02
H -1.39 -1.63 4.96 0.11
N -0.10 -1.36 -2.79 -0.66
C 1.90 1.80 0.76 0.05
C -0.63 -2.69 3.25 -0.29
Pt -1.40 -0.56 -1.48 1.15
C 3.69 0.37 -0.06 -0.45
O 2.26 -0.94 2.95 0.06
H -1.13 7.93 -5.09 0.10
N -1.96 6.81 -6.60 0.11
C 1.15 -4.22 3.48 -0.09
H -0.01 -3.54 1.37 0.10
C -2.11 -0.89 1.69 -0.10
H -1.72 2.08 -5.84 0.12
H -0.86 5.99 -3.54 0.10
C -0.62 2.00 2.37 -0.69
N 1.67 0.98 1.84 0.03
O -3.18 4.00 -8.85 -0.38
C 0.72 1.39 2.88 -0.03
O -0.82 2.01 1.14 -0.04
O 4.60 0.07 -0.80 0.07
C 0.99 -3.43 -1.87 -0.60
O -4.28 6.17 -8.52 -0.38
Cl 1.96 -2.58 -0.72 0.74
C -2.87 0.09 0.97 -0.36
H 1.81 -5.28 -1.21 0.09
Cl -1.94 -2.83 -4.50 0.69
C 1.09 -4.81 -1.87 -0.13
C 0.26 -5.58 -2.67 -0.10
O -2.03 6.06 -9.48 -0.38
H -1.46 2.27 -0.96 0.09
C -0.68 -4.94 -3.47 -0.13
C 2.84 1.54 -0.16 -0.20
C -1.41 -1.71 3.88 -0.02
H 1.72 -4.66 4.30 0.09
C -2.33 5.58 -6.97 -0.34
H -3.24 1.70 2.29 0.07
N 3.36 -0.40 1.05 0.18
O -2.81 0.26 -0.27 -0.14
O -1.36 2.38 3.30 -0.04
H 1.20 2.12 3.54 0.13
```

Properties
Orbital gap, Eh: 0.277
Largest force on an atom, eV/A: 0.2
Lowest unoccupied orbital energy, eV: 3.73
Net charge: -2

What did the first record say?
Computed, not measured: a single C6H9N molecule, with ωB97M-V/def2-TZVPD.

```
16
Properties=species:S:1:pos:R:3:lowdin_charge:R:1
N -0.83 1.14 -0.20 0.04
H -2.32 -1.34 1.54 0.08
H 0.72 2.07 -1.29 0.11
C -2.37 -0.49 0.86 -0.04
H 2.98 0.06 0.48 0.08
C -1.01 -0.07 0.44 -0.34
H 0.30 -1.77 0.65 0.11
H -2.87 0.33 1.38 0.08
H -2.99 -0.74 -0.01 0.08
C 0.16 -0.75 0.31 -0.03
C 2.55 -0.24 -0.48 -0.07
C 1.07 0.02 -0.48 -0.29
H 3.10 0.26 -1.27 0.07
H -1.63 1.63 -0.58 0.15
H 2.71 -1.32 -0.56 0.07
C 0.41 1.18 -0.78 -0.10
```

Properties
SMILES string: Cc1c[nH]c(C)c1
Orbital gap, Eh: 0.331
Largest force on an atom, eV/A: 1.2
Lowest unoccupied orbital energy, eV: 1.05
Net charge: 0

Q: largest force on an atom of number 5 (C2H9NOS2)?
A: 1.4 eV/A